(1)
{"formula": "C3H6N2O2", "method": "ωB97M-V with the def2-TZVPD basis set", "smiles": "[H]/N=C/OCC(N)=O", "orbital_gap_ev": 9.947, "e_lumo_ev": 0.7, "de_lowest_ev": 2.3998, "symbols": ["H", "N", "C", "O", "C", "C", "N", "O", "H", "H", "H", "H", "H"], "coordinates": [[-2.9568, 0.8858, 0.6673], [-2.0724, 0.9097, 0.1745], [-1.1157, 0.7459, 0.9801], [0.2181, 1.2468, 0.7363], [0.6947, 0.7691, -0.4975], [0.5394, -0.7410, -0.2867], [1.4498, -1.6034, -0.7534], [-0.3660, -1.1636, 0.4165], [-1.1558, 0.3993, 2.0090], [0.0865, 1.1632, -1.3238], [1.7488, 1.0256, -0.6947], [1.3313, -2.5485, -0.4240], [2.2891, -1.3224, -1.2190]], "atomic_forces_ev_per_a": [[-0.1, -0.7, -0.1], [0.8, 1.1, 0.3], [0.2, 1.4, 0.2], [-1.2, -0.4, -0.1], [-0.2, -0.4, -0.1], [-0.1, -0.6, 0.1], [0.2, -0.1, -0.3], [0.5, -0.4, -0.2], [-0.1, 0.3, 0.1], [0.1, -0.4, 0.0], [-0.4, 0.1, 0.5], [0.2, 0.0, -0.2], [0.1, 0.0, -0.1]]}



(2)
{"formula": "C3H6N2O2", "method": "ωB97M-V with the def2-TZVPD basis set", "smiles": "C/C(O)=N\\O.C#N", "orbital_gap_ev": 9.543, "e_lumo_ev": 0.6, "de_lowest_ev": 4.5653, "symbols": ["C", "C", "O", "N", "O", "H", "H", "H", "H", "H", "C", "N", "H"], "coordinates": [[-1.8487, 0.4334, -0.4007], [-0.6557, 0.3291, 0.3203], [-0.3692, 1.1002, 1.3707], [0.2316, -0.6092, 0.0417], [-0.0480, -1.3396, -1.1254], [-2.0262, -0.4459, -0.9321], [-2.7951, 0.5291, 0.2035], [-1.8845, 1.3400, -1.0997], [-1.1371, 1.6006, 1.4386], [0.7364, -1.8752, -1.0841], [3.1976, -0.3297, 0.4603], [3.4579, -0.8228, -0.5396], [3.1411, 0.0902, 1.3464]], "atomic_forces_ev_per_a": [[-4.1, 3.0, -1.2], [4.5, -4.2, -0.4], [1.6, -0.9, 0.0], [-1.4, 2.6, 1.2], [-0.3, 0.5, 0.7], [0.0, -1.2, -1.3], [1.0, 0.2, 0.0], [0.2, -1.2, 0.7], [-2.0, 1.9, 0.9], [0.5, -0.7, -0.6], [0.9, -1.9, -3.9], [-0.2, 0.0, 0.0], [-0.7, 1.8, 3.8]]}